The following is a DFT calculation (ωB97M-V with the def2-TZVPD basis set) of 2 unconnected molecules or ions with the total composition C2H10NO at a distorted geometry.

Last column: Löwdin charge in e.
Positions of all 14 atoms, in Å:
C (-0.0843, 0.2394, -1.1457)  -0.212
H (2.1262, -0.5312, 1.9957)  0.136
H (0.8224, -0.0444, 0.9801)  0.072
H (0.7326, -0.4461, -1.1996)  0.092
H (0.1336, 2.0281, -0.1663)  0.142
C (-1.4969, -0.4605, -1.0009)  -0.068
H (-1.6473, -1.2598, -1.7404)  0.074
H (0.5744, -0.6227, 2.4083)  0.098
H (-2.3755, 0.2697, -1.2209)  0.119
H (-1.5293, -1.0739, -0.1041)  0.053
N (1.2050, -0.6884, 1.7160)  0.353
H (1.0464, -1.6217, 1.3089)  0.172
H (-0.0781, 0.9375, -1.9953)  0.123
O (0.1559, 1.0637, 0.0751)  -0.154

Results
E_tot = -5766.516 eV
Net charge = +1
Kohn-Sham gap = 11.64 eV

The following is a DFT calculation (ωB97M-V with the def2-TZVPD basis set) of C5H6O2 in the gas phase.

Last column: Löwdin charge in e.
Positions of all 13 atoms, in Å:
C (-1.2360, -0.2272, -0.6946)  -0.227
H (-1.3375, -1.1247, -1.3353)  0.133
C (-0.2399, -0.0145, 1.4452)  -0.039
O (1.8064, 1.3193, -0.7116)  -0.044
O (-0.9031, 0.8229, -1.1926)  0.048
H (2.7833, -0.3065, 0.0344)  0.116
C (-1.5159, -0.3877, 0.8126)  -0.139
C (0.9316, 0.0939, 1.1586)  0.023
C (1.7750, 0.0842, -0.0686)  -0.280
H (0.8754, 1.5496, -0.8796)  0.068
H (1.1932, -0.6425, -0.6690)  0.112
H (-1.7721, -1.4260, 1.0432)  0.113
H (-2.3605, 0.2594, 1.0575)  0.116

Results
SMILES = O=CCC#CCO
E_tot = -9373.337 eV
Net charge = 0
Kohn-Sham gap = 9.63 eV

How do the records compare in energy relative to the best compared isomer or geometry (same formula, charge and spin)? In the order shown, they have 112.5 362.7 kJ/mol.